# C42H77Cl3F6N14P

A 11-piece molecular cluster, C42H77Cl3F6N14P overall at a distorted geometry (the ωB97M-V functional and the def2-TZVPD basis, the OMol25 dataset).

XYZ file:
```
143
Properties=species:S:1:pos:R:3:mulliken_charge:R:1
C -9.22190 9.98761 -4.78879 -1.06
C -8.50577 9.74246 -6.10225 -0.48
N -9.39041 9.73166 -7.25239 0.19
C -10.06428 8.59464 -7.76318 -0.37
C -10.52377 8.96445 -9.08193 -0.33
N -10.49002 10.42002 -9.13983 0.13
C -9.65382 10.80210 -8.12139 -0.12
C -11.09467 11.32358 -10.08411 -0.75
H -9.86046 10.85133 -4.97407 0.32
H -8.60935 10.20523 -3.91385 0.37
H -9.83362 9.20528 -4.33950 0.33
H -8.06176 8.74762 -6.13755 0.30
H -7.71653 10.47124 -6.28684 0.35
H -9.94375 7.60676 -7.34374 0.39
H -10.96055 8.35288 -9.85757 0.40
H -9.13780 11.74296 -7.99929 0.36
H -11.13740 10.84145 -11.06075 0.32
H -10.45595 12.20678 -10.07475 0.31
H -12.03135 11.72295 -9.69521 0.33
C 6.29598 -9.10132 9.85067 -1.22
C 5.05398 -9.15688 9.01681 -0.21
N 4.18403 -8.10669 9.33262 0.19
C 3.67697 -7.16695 8.48483 -0.22
C 2.72224 -6.29253 9.17444 -0.50
N 2.70036 -6.76096 10.45263 0.12
C 3.62385 -7.76888 10.51017 -0.21
C 1.80999 -6.29608 11.49015 -0.81
H 6.14053 -9.35380 10.89957 0.35
H 6.68341 -8.08295 9.82024 0.37
H 7.08838 -9.83009 9.68009 0.38
H 4.52140 -10.09283 9.18546 0.27
H 5.27570 -9.12727 7.95001 0.31
H 4.07530 -7.14055 7.48132 0.40
H 2.07525 -5.48405 8.86759 0.45
H 3.87113 -8.20344 11.46746 0.33
H 0.86812 -6.57140 11.01559 0.40
H 1.68105 -5.23588 11.70795 0.34
H 1.85083 -6.91770 12.38458 0.29
C -3.64063 3.16291 -12.55419 -1.33
C -3.24636 2.62470 -11.18350 -0.23
N -2.31217 1.48611 -11.19292 0.20
C -1.59684 0.99413 -10.08001 -0.53
C -0.70517 0.02254 -10.57513 -0.20
N -0.86491 -0.11512 -11.91908 0.12
C -1.87927 0.75650 -12.26866 -0.27
C -0.07894 -1.01585 -12.76994 -0.75
H -2.65265 3.37438 -12.96318 0.41
H -4.26393 4.05399 -12.47955 0.33
H -4.06051 2.43343 -13.24677 0.35
H -4.16968 2.34319 -10.67721 0.33
H -2.89573 3.45979 -10.57705 0.37
H -1.69787 1.37997 -9.07635 0.42
H 0.02991 -0.61098 -10.10111 0.40
H -2.27359 0.92607 -13.25969 0.40
H 0.23389 -0.47696 -13.66428 0.34
H -0.68183 -1.84952 -13.12998 0.34
H 0.76605 -1.45266 -12.23769 0.28
C 18.26989 -1.19895 -1.88403 -1.26
C 17.09616 -0.70986 -2.72648 -0.20
N 15.83200 -0.91858 -2.08321 0.18
C 15.46355 -2.07290 -1.48728 -0.30
C 14.06676 -2.07282 -1.20302 -0.53
N 13.67760 -0.76218 -1.53791 0.10
C 14.80455 -0.06204 -1.90867 -0.13
C 12.44001 -0.20448 -0.97361 -0.90
H 18.69941 -2.16165 -2.16118 0.40
H 18.11016 -1.41008 -0.82667 0.39
H 19.11869 -0.53905 -2.06333 0.32
H 17.11866 -1.37084 -3.59291 0.26
H 17.18634 0.32576 -3.05427 0.38
H 16.17409 -2.88344 -1.41987 0.43
H 13.41625 -2.72380 -0.63781 0.44
H 14.89808 0.97903 -2.18038 0.38
H 12.35196 -0.51837 0.06650 0.37
H 11.60478 -0.55595 -1.57939 0.31
H 12.40731 0.86737 -0.77825 0.37
C 2.64154 0.93723 2.33235 -0.97
C 1.65802 1.76838 3.20824 -0.58
N 0.51212 2.36638 2.37984 0.08
C -0.81034 2.19436 2.52281 -0.19
C -1.37972 2.95251 1.54455 -0.37
N -0.39421 3.45307 0.77497 0.10
C 0.77992 3.22875 1.33901 -0.14
C -0.49151 4.37011 -0.38121 -0.88
H 3.32593 0.42686 3.01003 0.37
H 3.13267 1.78433 1.85348 0.35
H 2.19094 0.25259 1.61379 0.28
H 2.09865 2.59918 3.75935 0.36
H 1.13013 1.26734 4.01965 0.39
H -1.27666 1.55931 3.26149 0.43
H -2.42731 3.09621 1.32480 0.42
H 1.77431 3.40889 0.95802 0.32
H -0.34681 3.79315 -1.29461 0.31
H 0.31641 5.10013 -0.43042 0.37
H -1.44587 4.88905 -0.29169 0.35
C 5.44150 -8.34863 -2.98034 -1.03
C 5.45577 -6.86811 -2.34818 -0.48
N 4.15363 -6.50874 -1.84595 0.22
C 3.55945 -7.08693 -0.69874 -0.27
C 2.32004 -6.38738 -0.36455 -0.44
N 2.11637 -5.52330 -1.49837 0.17
C 3.33939 -5.41299 -2.17066 -0.18
C 1.04518 -4.58338 -1.71418 -0.84
H 4.97481 -8.29835 -3.96409 0.33
H 4.97750 -9.18917 -2.46430 0.35
H 6.48000 -8.65666 -3.10182 0.35
H 5.55952 -6.27802 -3.25875 0.23
H 6.14697 -6.62655 -1.54071 0.43
H 4.07129 -7.91014 -0.22257 0.42
H 1.67206 -6.42831 0.49850 0.41
H 3.57236 -4.76998 -3.00652 0.33
H 0.70318 -4.36169 -0.70325 0.31
H 0.32395 -5.13604 -2.31625 0.32
H 1.31468 -3.61990 -2.14682 0.36
C -10.20034 -1.25138 6.10441 -1.07
C -9.04288 -0.74911 7.04199 -0.48
N -9.27049 -1.18728 8.42696 0.18
C -10.34044 -0.81476 9.28231 -0.34
C -10.08273 -1.42048 10.52050 -0.30
N -8.88651 -2.09888 10.47436 0.10
C -8.39823 -1.98971 9.16750 -0.18
C -8.24055 -2.75679 11.56664 -0.78
H -9.93680 -1.20470 5.04777 0.36
H -11.12575 -0.72963 6.34832 0.34
H -10.30433 -2.33610 6.13042 0.33
H -9.04845 0.34022 7.00370 0.33
H -7.99029 -0.94858 6.84108 0.38
H -11.07468 -0.07571 8.99756 0.40
H -10.72210 -1.34030 11.38721 0.41
H -7.41346 -2.26039 8.81626 0.35
H -8.99285 -3.07019 12.29045 0.32
H -7.46516 -2.13182 12.00969 0.32
H -7.76649 -3.56805 11.01416 0.34
Cl 8.93521 -4.84578 4.42262 -1.00
Cl -1.07613 1.39900 10.15160 -1.00
Cl 6.23533 6.70779 6.74313 -1.00
P -8.62575 7.23408 3.66617 1.14
F -8.57909 6.16585 2.42919 -0.36
F -7.37092 6.45781 4.44057 -0.38
F -7.43460 8.19300 3.07811 -0.35
F -8.74366 8.27077 4.85268 -0.33
F -9.88557 7.94778 2.84659 -0.37
F -9.61949 6.27519 4.47403 -0.34
```

Values from the calculation:
Net charge ... +3
Molar mass ... 1029.50 g mol⁻¹
Calculated total energy ... -4733.1152 Eh
2S+1 ... 1

---

# C42H77MgO15

C42H77MgO15 as an isolated structure at a distorted geometry (the ωB97M-V functional and the def2-TZVPD basis, the OMol25 dataset).

XYZ file:
```
135
Properties=species:S:1:pos:R:3:mulliken_charge:R:1
Mg 1.05831 2.91092 1.09031 1.06
C -0.08665 -1.11604 0.17920 1.83
C 0.98921 -0.12567 0.60732 0.97
O 0.49323 1.16425 0.74790 -0.32
H -0.47815 -0.77594 -0.78160 -0.68
H -0.91205 -1.08696 0.89850 -1.32
H 0.34063 -2.11315 0.12755 0.19
H 1.75161 -0.17082 -0.19503 -0.93
H 1.48493 -0.49174 1.52018 -0.39
C -2.18517 -3.73015 -1.76431 0.30
C -3.35400 -3.97078 -0.82368 -0.72
C -2.61546 -3.96995 0.51133 0.53
O -1.44396 -4.73991 0.26403 -0.51
C -1.04232 -4.53164 -1.10786 -0.26
H -1.92511 -2.66936 -1.84078 -0.52
H -2.38092 -4.03268 -2.79805 0.55
H -3.90758 -4.89124 -1.01014 0.33
H -4.10993 -3.18006 -0.90376 0.20
H -3.16074 -4.40724 1.34503 0.50
H -2.31873 -2.94158 0.77136 -0.66
H -0.94758 -5.53360 -1.52596 0.40
H -0.10152 -3.99730 -1.22002 -0.04
C -1.36658 3.10943 -4.72212 -0.84
C -1.25905 3.25723 -3.19719 0.09
C -0.61457 1.91252 -2.75928 1.78
O -0.29905 1.18973 -3.93926 -0.25
C -0.27161 2.08762 -5.03606 -0.54
H -1.22644 4.03997 -5.27696 0.38
H -2.34499 2.73076 -5.02476 0.28
H -2.22601 3.40267 -2.71461 -0.05
H -0.62828 4.10000 -2.90347 0.26
H -1.30082 1.30641 -2.16219 -1.02
H 0.27739 2.09901 -2.15452 -0.89
H -0.45294 1.51292 -5.94207 0.41
H 0.71777 2.56274 -5.11363 0.18
C -4.39806 1.62737 -1.68739 -0.17
C -3.79170 1.14007 -0.36550 0.59
C -3.81834 -0.37092 -0.53273 0.30
O -4.95894 -0.65324 -1.32881 -0.51
C -5.42721 0.53610 -1.97660 -0.66
H -3.67476 1.70084 -2.50438 -0.18
H -4.84912 2.61908 -1.58276 0.36
H -4.46998 1.41118 0.44718 0.25
H -2.77968 1.50686 -0.17715 -0.26
H -3.90751 -0.88098 0.42719 0.19
H -2.92529 -0.71035 -1.07114 -0.59
H -6.39616 0.80179 -1.54258 0.26
H -5.54013 0.31269 -3.03470 0.37
C 1.01661 -4.90249 3.90966 -0.67
C 0.64684 -3.65014 3.11402 1.07
C -0.33815 -2.93753 4.04739 -0.26
O 0.18220 -3.18734 5.33680 -0.48
C 0.63439 -4.54706 5.36192 -0.50
H 2.07263 -5.15851 3.87031 0.26
H 0.42413 -5.75410 3.57583 0.30
H 0.24667 -3.81412 2.11306 0.14
H 1.49089 -2.96492 2.95702 -0.60
H -1.34304 -3.36721 3.93092 0.18
H -0.36769 -1.85379 3.98384 -0.09
H -0.17564 -5.15326 5.78177 0.36
H 1.47659 -4.60199 6.05444 0.30
C 3.73211 -2.42779 5.03035 -0.43
C 4.30446 -3.39362 4.00370 -0.22
C 5.52865 -2.63420 3.50214 -0.45
O 5.24742 -1.23561 3.69357 -0.45
C 4.01757 -1.09059 4.37180 0.23
H 4.29309 -2.50881 5.96364 0.38
H 2.68555 -2.65586 5.22983 0.09
H 3.57548 -3.58253 3.21965 -0.04
H 4.59058 -4.31231 4.51472 0.39
H 5.65044 -2.78439 2.43426 0.24
H 6.40727 -2.89155 4.08946 0.29
H 3.22356 -0.85161 3.64141 -0.36
H 4.08199 -0.26801 5.08467 0.33
C -3.33573 1.14522 3.09292 0.89
C -3.65937 1.69969 4.46688 -0.80
C -3.57005 0.44739 5.32766 -0.62
O -2.64445 -0.41911 4.68101 -0.41
C -2.26577 0.10063 3.42468 0.59
H -3.01596 1.87345 2.34768 -0.68
H -4.20821 0.64358 2.65491 0.15
H -4.63991 2.17508 4.53846 0.42
H -2.94404 2.46857 4.77890 0.31
H -4.53917 -0.05721 5.36572 0.28
H -3.22820 0.65563 6.34060 0.34
H -2.18645 -0.69068 2.68657 -0.56
H -1.34232 0.69660 3.52047 0.07
O -0.79055 3.71439 0.80490 -0.21
C -1.77216 4.42325 0.62184 0.39
O -1.81168 5.25147 -0.39033 -0.31
C -3.04556 5.99394 -0.43159 -0.46
C -3.79045 5.67401 0.85273 -0.68
C -3.03912 4.44656 1.39146 0.46
H -3.59418 5.69311 -1.32407 0.28
H -2.81356 7.04827 -0.54893 0.34
H -4.83337 5.42874 0.67827 0.35
H -3.74917 6.49979 1.55830 0.27
H -3.56536 3.51275 1.17300 -0.40
H -2.86302 4.45424 2.46421 0.47
O 4.00114 0.47060 -3.84730 -0.58
C 4.10509 -0.08637 -2.79276 0.46
O 4.15206 -1.41423 -2.68482 -0.36
C 4.12314 -1.82999 -1.28689 0.21
C 4.57509 -0.61546 -0.49386 -0.55
C 4.15497 0.53382 -1.41813 0.75
H 4.72325 -2.73018 -1.19783 0.49
H 3.08344 -2.10106 -1.07668 -0.37
H 5.64876 -0.59992 -0.32251 0.23
H 4.08508 -0.52696 0.47481 0.18
H 4.90270 1.32880 -1.40048 0.51
H 3.19322 0.98011 -1.17717 -0.89
O 1.86442 -4.70785 -3.21762 -0.62
C 1.65220 -3.61065 -3.62115 0.28
O 1.56603 -2.54775 -2.77627 -0.08
C 1.10044 -1.37204 -3.46156 0.50
C 1.41243 -1.63168 -4.95264 -0.60
C 1.35801 -3.15564 -5.03895 -0.57
H 1.65359 -0.50241 -3.12533 -0.64
H 0.03423 -1.24515 -3.27558 0.39
H 2.42562 -1.25937 -5.13066 0.24
H 0.75035 -1.11345 -5.64216 0.36
H 2.00068 -3.59516 -5.79140 0.39
H 0.32884 -3.48110 -5.23597 0.25
O 1.74773 3.44879 -0.70430 -0.21
C 2.42046 3.96958 -1.57682 0.08
O 2.95731 3.24913 -2.49749 0.01
C 3.88574 4.01057 -3.32061 -0.34
C 3.99623 5.38650 -2.67047 -0.72
C 2.78271 5.40425 -1.72610 -0.38
H 3.48837 4.08022 -4.33061 0.31
H 4.81382 3.45060 -3.35380 0.27
H 3.90493 6.18039 -3.40547 0.33
H 4.92792 5.52763 -2.13092 0.30
H 1.91881 5.93535 -2.13625 0.28
H 2.98837 5.86920 -0.76265 0.38
```

Values from the calculation:
Net charge ... +1
Molar mass ... 846.37 g mol⁻¹
Calculated total energy ... -2975.0369 Eh
2S+1 ... 1

---

# C42H78N10O2

A 10-piece molecular cluster, C42H78N10O2 overall at a distorted geometry (the ωB97M-V functional and the def2-TZVPD basis, the OMol25 dataset).

XYZ file:
```
132
Properties=species:S:1:pos:R:3:mulliken_charge:R:1
C -7.05909 -2.71696 -5.64722 -1.12
C -5.53297 -2.98272 -5.76752 -0.37
C -5.06520 -4.40080 -5.46419 -0.40
C -5.66463 -4.98087 -4.22694 0.17
N -6.06856 -5.43356 -3.25929 -0.42
H -7.54977 -3.03710 -4.72806 0.36
H -7.48596 -3.35846 -6.41816 0.32
H -7.18531 -1.63914 -5.74952 0.30
H -5.05755 -2.31913 -5.04522 0.31
H -5.09273 -2.81068 -6.74970 0.27
H -3.97624 -4.39203 -5.41727 0.31
H -5.30998 -5.12959 -6.23687 0.28
C -2.75670 -5.49865 2.16466 -1.10
C -2.75040 -4.19376 1.39847 -0.37
C -1.46297 -3.97285 0.60339 -0.29
C -1.16176 -4.89579 -0.48433 0.20
N -0.97194 -5.65623 -1.34415 -0.45
H -3.74179 -5.71477 2.57816 0.31
H -2.07166 -5.54384 3.01128 0.27
H -2.42154 -6.27988 1.48242 0.33
H -2.93962 -3.41838 2.14082 0.30
H -3.54613 -3.96305 0.69018 0.32
H -0.54749 -4.00884 1.19388 0.22
H -1.60877 -3.02092 0.09283 0.25
C 1.39600 -3.19529 8.13958 -1.17
C 1.28778 -4.26076 7.03370 -0.49
C 1.56145 -3.67681 5.64708 -0.24
C 0.76294 -2.53508 5.30551 0.24
N 0.07596 -1.64416 5.08096 -0.45
H 2.44067 -3.00485 8.38555 0.31
H 1.08765 -3.61209 9.09838 0.34
H 0.81232 -2.28916 7.97726 0.35
H 0.27490 -4.64018 7.16874 0.30
H 1.95767 -5.09758 7.23138 0.32
H 1.35978 -4.49548 4.95628 0.24
H 2.62441 -3.43580 5.63563 0.25
C -5.72192 10.00627 3.43371 -1.07
C -4.88989 9.98896 4.78707 -0.49
C -3.51266 9.38803 4.52645 -0.41
C -3.56999 7.91825 4.29264 0.23
N -3.64590 6.78173 4.11938 -0.41
H -5.20276 10.49661 2.61023 0.32
H -6.63300 10.54821 3.68739 0.31
H -6.03756 9.01709 3.10206 0.33
H -5.45386 9.42575 5.53058 0.30
H -4.83710 10.99973 5.19160 0.33
H -2.91956 9.48559 5.43574 0.26
H -2.98380 9.90967 3.72877 0.31
C -7.25014 1.09152 -0.62632 -1.06
C -8.08019 1.88501 0.38498 -0.42
C -7.28573 2.87313 1.30882 -0.35
C -6.65719 3.95385 0.54025 0.17
N -6.15233 4.78635 -0.08752 -0.44
H -6.48357 0.52626 -0.09627 0.30
H -6.81558 1.75130 -1.37728 0.32
H -7.89488 0.40058 -1.16947 0.32
H -8.54556 1.21608 1.10889 0.30
H -8.89795 2.36531 -0.15230 0.32
H -6.45383 2.32294 1.74853 0.24
H -7.87635 3.32762 2.10425 0.32
C -4.19259 2.57922 -7.69311 -1.08
C -4.51432 3.03891 -6.28618 -0.44
C -3.44630 3.93082 -5.61146 -0.33
C -3.47120 5.31054 -6.14379 0.20
N -3.50978 6.40270 -6.57464 -0.45
H -4.13379 3.42688 -8.37584 0.33
H -4.95673 1.89094 -8.05428 0.32
H -3.25897 2.01757 -7.66156 0.27
H -4.76771 2.14454 -5.71696 0.32
H -5.44417 3.60631 -6.32529 0.31
H -2.42491 3.55027 -5.61877 0.31
H -3.66463 4.13322 -4.56291 0.25
C 1.92921 2.66377 -0.42579 -1.07
C 0.71355 3.56933 0.02585 -0.55
C -0.59283 2.77967 0.20354 -0.26
C -1.07808 2.02216 -0.99899 0.22
N -1.54006 1.37950 -1.88181 -0.48
H 2.90330 3.14919 -0.48590 0.34
H 1.70883 2.20463 -1.38950 0.29
H 2.04813 1.87370 0.31566 0.30
H 0.50495 4.39200 -0.65811 0.31
H 1.01308 4.09580 0.93206 0.33
H -1.36283 3.53117 0.37804 0.26
H -0.55649 2.16049 1.09986 0.32
C 7.16193 4.51377 3.26505 -1.05
C 5.95984 5.34469 3.68350 -0.39
C 6.20361 6.39955 4.69474 -0.42
C 6.67820 5.85059 5.97378 0.22
N 7.06673 5.43156 6.99537 -0.43
H 7.81528 4.18365 4.07267 0.34
H 7.75442 4.96369 2.46842 0.30
H 6.72083 3.58547 2.90201 0.29
H 5.23332 4.61968 4.05039 0.28
H 5.41504 5.82908 2.87315 0.30
H 5.32375 7.00748 4.90536 0.30
H 6.97699 7.11508 4.41545 0.25
C 0.64767 -1.07863 -6.18023 -1.14
C 2.17725 -1.17576 -6.36953 -0.43
C 3.02132 -0.11021 -5.64920 -0.30
C 2.57021 1.26585 -5.80378 0.23
N 2.19765 2.37744 -5.92107 -0.46
H 0.35069 -1.10934 -5.13192 0.32
H 0.15386 -1.87442 -6.73788 0.34
H 0.25321 -0.11977 -6.51653 0.31
H 2.43215 -1.26278 -7.42572 0.31
H 2.44650 -2.14712 -5.95470 0.28
H 4.02699 -0.16761 -6.06567 0.27
H 3.13785 -0.34055 -4.59021 0.28
C 8.91717 -7.57807 1.36280 -0.80
O 7.49698 -7.33847 1.34698 -0.36
C 6.92546 -7.49084 0.03171 -0.51
C 5.43516 -6.98949 0.18100 -0.83
N 5.32593 -5.74767 0.95874 -0.41
C 5.62392 -4.58170 0.18013 -0.36
C 5.66339 -3.39875 1.14905 -0.62
O 6.71042 -3.40969 2.14508 -0.38
C 8.01292 -3.52216 1.59047 -0.75
H 9.36334 -6.73531 0.83479 0.32
H 9.14196 -8.50144 0.82900 0.32
H 9.33496 -7.58572 2.36952 0.25
H 6.95073 -8.45767 -0.47099 0.48
H 7.49314 -6.89496 -0.68297 0.32
H 4.77290 -7.73279 0.62488 0.37
H 5.06201 -6.84645 -0.83310 0.36
H 6.10978 -5.91366 1.57366 0.38
H 4.83393 -4.36324 -0.53840 0.40
H 6.53865 -4.63133 -0.41055 0.25
H 4.75813 -3.31404 1.75024 0.32
H 5.81554 -2.50864 0.53860 0.39
H 8.64920 -2.67583 1.84924 0.36
H 8.16160 -3.54801 0.51097 0.30
H 8.46098 -4.39986 2.05629 0.21
```

Values from the calculation:
Molar mass ... 755.15 g mol⁻¹
Structure (SMILES) ... COCCNCCOC.CCCC#N.CCCC#N.CCCC#N.CCCC#N.CCCC#N.CCCC#N.CCCC#N.CCCC#N.CCCC#N
Calculated total energy ... -2344.9436 Eh
2S+1 ... 1